Record 1
Here is a structure of composition C13H26FN4O2PRuS from the OMol25 dataset. Energies are from the ωB97M-V functional and the def2-TZVPD basis.

Summary:
Multiplicity: 6
HOMO (spin up / spin down) in eV: -10.70 / -11.43
Total charge: +1
Largest force on an atom in eV/A: 0.479

XYZ file:
```
49
C13H26FN4O2PRuS (the ωB97M-V functional and the def2-TZVPD basis)
Ru 0.17 -0.30 -0.83
C 2.97 0.01 3.91
O 2.17 -0.80 3.04
C 1.72 -0.33 1.90
O 1.08 -1.07 1.16
N 2.00 0.96 1.58
N 1.48 1.44 0.38
H 3.24 -0.64 4.74
H 2.38 0.85 4.29
H 3.87 0.35 3.41
H 2.44 1.59 2.22
H 2.21 1.80 -0.22
H 0.74 2.13 0.52
C -2.47 -1.90 1.65
C -2.77 -2.20 0.19
P -1.28 -2.38 -0.84
C -0.49 -3.92 -0.30
C 0.82 -4.23 -1.02
C -1.88 -2.65 -2.55
C -2.57 -3.99 -2.80
H -3.38 -1.67 2.18
H -1.80 -1.04 1.75
H -2.00 -2.75 2.14
H -3.35 -1.38 -0.26
H -3.37 -3.11 0.09
H -1.22 -4.73 -0.45
H -0.33 -3.83 0.77
H 0.70 -4.24 -2.11
H 1.19 -5.20 -0.72
H 1.58 -3.48 -0.79
H -1.02 -2.53 -3.22
H -2.55 -1.81 -2.76
H -1.87 -4.82 -2.75
H -3.03 -3.99 -3.78
H -3.36 -4.18 -2.07
C 0.89 -0.26 -7.12
C 0.56 -0.02 -5.68
C -0.65 0.58 -5.31
C -0.88 0.75 -3.96
N 0.02 0.36 -3.06
C 1.14 -0.23 -3.51
S 2.17 -0.77 -2.19
N 1.45 -0.43 -4.78
H 0.45 0.50 -7.76
H 0.49 -1.23 -7.43
H 1.97 -0.28 -7.25
H -1.37 0.90 -6.05
H -1.78 1.22 -3.57
F -1.08 1.23 -0.57
```

Here are the Mulliken charges for atoms 1 to 6, given in e: atom 1 (Ru): 0.54, atom 2 (C): -0.82, atom 3 (O): -0.32, atom 4 (C): 0.50, atom 5 (O): -0.16, atom 6 (N): 0.11


Record 2
Here is a structure of composition C13H26I2NOP2Ru from the OMol25 dataset. Energies are from the ωB97M-V functional and the def2-TZVPD basis.

Summary:
Multiplicity: 6
HOMO (spin up / spin down) in eV: -13.83 / -14.42
Total charge: +2
Largest force on an atom in eV/A: 5.895
ΔE to the lowest compared entry with this formula, charge and spin in kcal per mole: 79.4

XYZ file:
```
46
C13H26I2NOP2Ru (the ωB97M-V functional and the def2-TZVPD basis)
I -3.09 -0.90 -2.51
I -1.44 -1.11 -4.67
Ru 0.29 -0.85 0.02
P -0.65 -2.83 -1.18
C -1.18 -3.85 0.26
C -1.86 -3.82 -2.38
H -1.57 -4.89 -2.46
H 0.39 -4.91 -2.01
H -1.76 -3.42 -3.40
H 0.92 -3.45 -2.92
H -2.20 -3.53 0.51
H -2.89 -3.76 -2.04
C 0.72 -3.86 -1.91
H -1.20 -4.91 -0.03
H 1.62 -3.82 -1.27
H -0.51 -3.69 1.11
P -0.55 1.12 -1.31
C -1.44 2.01 0.02
C 0.81 2.39 -1.52
H -1.15 1.42 -3.70
H -1.18 3.01 -2.90
H -2.55 1.88 -2.65
C -1.46 1.94 -2.77
H 1.41 2.06 -2.37
H 0.33 3.34 -1.79
H -1.49 3.09 -0.19
H -0.91 1.86 0.95
H 1.42 2.52 -0.63
H -2.45 1.61 0.09
C 0.14 -1.22 1.79
O 0.09 -1.39 2.96
C -0.84 1.87 3.50
C 0.58 1.95 3.12
C 1.67 2.48 3.89
C 2.82 2.26 3.12
C 2.42 1.67 1.90
C 3.32 1.38 0.78
N 1.07 1.46 1.94
H -1.01 1.04 4.19
H -1.52 1.75 2.65
H -1.14 2.79 4.02
H 1.55 2.88 4.88
H 3.81 2.46 3.41
H 3.80 2.33 0.45
H 2.77 0.91 -0.04
H 4.11 0.71 1.11
```

Here are the Mulliken charges for atoms 1 to 6, given in e: atom 1 (I): 0.05, atom 2 (I): 0.08, atom 3 (Ru): -0.43, atom 4 (P): 1.17, atom 5 (C): -1.25, atom 6 (C): -1.35


Record 3
Here is a cluster of 4 separate species, C13H26N4O3 in total from the OMol25 dataset. Energies are from the ωB97M-V functional and the def2-TZVPD basis.

Summary:
Multiplicity: 2
HOMO (spin up / spin down) in eV: -12.06 / -12.05
Total charge: +1
Largest force on an atom in eV/A: 6.090

XYZ file:
```
46
C13H26N4O3 (the ωB97M-V functional and the def2-TZVPD basis)
C -3.59 -0.94 1.88
C -3.42 -1.88 0.67
O -4.02 -2.94 0.64
N -2.63 -1.54 -0.35
C -2.25 -2.50 -1.32
H -4.44 -1.24 2.49
H -3.88 0.06 1.58
H -2.67 -1.02 2.46
H -2.34 -0.58 -0.46
H -1.84 -3.33 -0.74
H -1.53 -2.10 -2.03
H -3.08 -2.90 -1.90
C 2.91 1.24 0.21
C 4.28 0.71 0.33
O 5.25 1.54 0.48
N 4.52 -0.60 0.49
C 3.69 -1.62 -0.04
H 2.21 0.97 0.99
H 2.44 0.95 -0.73
H 2.89 2.33 0.26
H 5.45 -0.90 0.76
H 3.04 -1.18 -0.79
H 3.10 -2.22 0.66
H 4.34 -2.34 -0.53
C -2.33 1.04 -3.13
C -1.34 1.48 -2.01
O -1.38 1.02 -0.88
N -0.48 2.40 -2.34
C 0.35 3.07 -1.34
H -2.88 1.92 -3.48
H -2.91 0.15 -2.91
H -1.87 0.82 -4.09
H -0.49 2.75 -3.28
H 0.48 2.47 -0.44
H -0.05 4.02 -0.99
H 1.22 3.30 -1.95
N -0.30 0.14 1.33
C 0.26 -1.13 1.47
C 1.12 -1.08 2.59
C 0.77 0.11 3.26
C -0.08 0.85 2.43
H -0.81 0.36 0.48
H 0.11 -1.81 0.64
H 1.62 -2.00 2.87
H 1.16 0.34 4.24
H -0.60 1.80 2.51
```

Here are the Mulliken charges for atoms 1 to 6, given in e: atom 1 (C): -0.90, atom 2 (C): 0.74, atom 3 (O): -0.63, atom 4 (N): 0.17, atom 5 (C): -1.15, atom 6 (H): 0.32


Q: The highest total charge belongs to which entry?
A: C13H26I2NOP2Ru


Q: Which formula does entry 3 have?
A: C13H26N4O3


Q: total charge of number 1 (C13H26FN4O2PRuS)?
A: +1